Record 1
Here is 2 unconnected molecules or ions with the total composition C6H9N3O2 in a non-equilibrium geometry from OMol25. Energies are from wB97M-V/def2-TZVPD.

Structure (SMILES): N#CCNC=O.O=C1CNC1
Highest occupied orbital energy (eV): -9.168
ΔE to the lowest compared entry with this formula, charge and spin (eV): 5.0824
F_max (eV/Å): 6.5

Positions of all 20 atoms, in Å:
N1 0.26 0.99 -0.18
C1 -0.73 0.63 0.25
C2 -2.01 0.17 0.80
N2 -3.05 0.28 -0.20
C3 -4.34 -0.08 0.04
O1 -5.24 0.00 -0.78
H1 -1.88 -0.87 1.14
H2 -2.23 0.78 1.69
H3 -2.82 0.63 -1.12
H4 -4.49 -0.45 1.07
O2 2.02 1.93 -0.41
C4 2.32 0.76 -0.32
C5 2.12 -0.50 -1.17
N3 2.71 -1.28 -0.06
C6 3.12 -0.07 0.69
H5 1.08 -0.75 -1.41
H6 2.70 -0.46 -2.09
H7 3.48 -1.86 -0.34
H8 4.19 0.17 0.65
H9 2.76 -0.04 1.72

Record 2
Here is a gas-phase ion, C6H9N3O3PS2 (charge +1) in a non-equilibrium geometry from OMol25. Energies are from wB97M-V/def2-TZVPD.

Charge: +1
Highest occupied orbital energy (eV): -11.818
ΔE to the lowest compared entry with this formula, charge and spin (eV): 0.7741
F_max (eV/Å): 4.0

Positions of all 24 atoms, in Å:
C1 3.24 2.10 -0.25
C2 1.99 1.71 0.00
C3 1.13 -1.75 0.24
C4 3.03 -0.42 -0.32
C5 -1.21 2.09 0.99
C6 -3.16 -1.09 -0.52
N1 0.80 -0.45 0.01
N2 1.92 0.32 -0.15
N3 0.28 -2.72 0.53
O1 -0.56 0.72 -1.92
O2 -1.48 0.74 0.57
O3 -1.75 -1.34 -0.68
P1 -0.91 0.03 -0.72
S1 4.32 0.72 -0.58
S2 2.84 -2.06 0.06
H1 3.69 3.03 -0.24
H2 -1.52 2.71 0.11
H3 -0.16 2.34 1.15
H4 -1.91 2.31 1.84
H5 -3.55 -0.68 -1.41
H6 -3.25 -0.23 0.28
H7 -3.75 -1.93 -0.22
H8 -0.65 -2.61 0.23
H9 0.61 -3.54 0.98

Record 3
Here is a single C6H9N3O6 molecule in a non-equilibrium geometry from OMol25. Energies are from wB97M-V/def2-TZVPD.

Structure (SMILES): C=NN(O)O[C@@](N)(C=C(O)O)C(O)=C=O
Highest occupied orbital energy (eV): -8.001
ΔE to the lowest compared entry with this formula, charge and spin (eV): 1.0153
F_max (eV/Å): 4.3

Positions of all 24 atoms, in Å:
C1 -3.46 -1.39 1.22
N1 -2.45 -0.65 1.14
N2 -1.63 -0.47 0.10
O1 -1.83 -1.14 -1.08
O2 -0.30 -0.63 0.45
C2 0.54 0.53 0.22
N3 1.07 0.88 1.53
C3 1.57 0.18 -0.75
C4 2.63 -0.61 -0.55
O3 3.53 -0.97 -1.49
O4 2.72 -1.38 0.56
C5 -0.42 1.64 -0.43
O5 0.31 2.60 -1.13
C6 -1.68 1.49 -0.67
O6 -2.79 1.65 -0.91
H1 -3.98 -1.37 2.14
H2 -3.99 -1.99 0.42
H3 -1.46 -2.04 -1.00
H4 2.02 1.11 1.69
H5 0.57 0.71 2.32
H6 1.53 0.50 -1.75
H7 3.65 -0.20 -2.12
H8 3.49 -1.88 0.69
H9 0.38 3.41 -0.60

Record 4
Here is a molecular structure, C6H9N3OS in a non-equilibrium geometry from OMol25. Energies are from wB97M-V/def2-TZVPD.

Highest occupied orbital energy (alpha / beta) (eV): -7.207 / -7.288
ΔE to the lowest compared entry with this formula, charge and spin (eV): 5.7718
F_max (eV/Å): 2.2

Positions of all 20 atoms, in Å:
C1 -2.50 0.35 -0.02
C2 -1.64 1.25 0.40
C3 -0.63 -1.18 -0.83
C4 0.20 0.01 -0.59
C5 -2.09 -1.05 -0.39
C6 -0.18 0.94 0.50
N1 2.54 0.76 0.05
N2 3.89 0.77 0.24
N3 0.31 -1.87 0.10
O1 0.05 -1.89 1.30
S1 1.87 -0.36 -0.81
H1 -3.55 0.57 -0.08
H2 -1.95 2.25 0.69
H3 -0.51 -1.63 -1.81
H4 -2.23 -1.69 0.49
H5 -2.74 -1.43 -1.18
H6 0.45 1.83 0.47
H7 0.03 0.42 1.46
H8 4.46 0.25 -0.41
H9 4.22 1.71 0.41

Record 5
Here is a single C6H9N3S molecule in a non-equilibrium geometry from OMol25. Energies are from wB97M-V/def2-TZVPD.

Structure (SMILES): [H]/N=C(/N)NCc1cccs1
Highest occupied orbital energy (eV): -8.795
ΔE to the lowest compared entry with this formula, charge and spin (eV): 0.0000
F_max (eV/Å): 2.8

Positions of all 19 atoms, in Å:
H1 -0.24 -0.63 -1.55
N1 0.71 -1.07 -1.80
C1 1.56 -1.29 -0.80
N2 2.81 -1.86 -1.11
N3 1.39 -0.87 0.57
C2 -0.01 -0.81 1.06
C3 -0.74 0.48 0.60
C4 -2.06 0.58 0.32
C5 -2.42 1.99 0.04
C6 -1.36 2.82 0.24
S1 0.10 1.99 0.64
H2 3.68 -1.61 -0.53
H3 2.97 -1.76 -2.14
H4 1.90 -1.47 1.27
H5 0.01 -0.83 2.16
H6 -0.61 -1.64 0.70
H7 -2.83 -0.23 0.26
H8 -3.41 2.31 -0.14
H9 -1.45 3.91 0.21

Record 6
Here is a gas-phase ion, C6H9N4 (charge +1) in a non-equilibrium geometry from OMol25. Energies are from wB97M-V/def2-TZVPD.

Charge: +1
Structure (SMILES): NCc1c[nH+]n2cc[nH]c12
Highest occupied orbital energy (eV): -13.330
ΔE to the lowest compared entry with this formula, charge and spin (eV): 4.0889
F_max (eV/Å): 6.9

Positions of all 19 atoms, in Å:
N1 -3.40 0.63 0.18
C1 -1.95 0.92 -0.03
C2 -0.97 -0.17 -0.15
C3 -0.76 -1.47 -0.07
N2 0.60 -1.87 0.00
N3 1.38 -0.76 0.00
C4 2.72 -0.54 0.12
C5 2.83 0.85 0.17
N4 1.56 1.43 -0.02
C6 0.76 0.39 -0.12
H1 -3.60 -0.11 -0.40
H2 -3.59 0.26 1.13
H3 -2.01 1.34 -1.07
H4 -1.52 1.47 0.72
H5 -1.45 -2.31 0.20
H6 0.88 -2.58 -0.62
H7 3.35 -1.35 0.33
H8 3.78 1.40 -0.06
H9 1.38 2.45 -0.31

Record 7
Here is 2 unconnected molecules or ions with the total composition C6H9N4S in a non-equilibrium geometry from OMol25. Energies are from wB97M-V/def2-TZVPD.

Charge: +1
Highest occupied orbital energy (eV): -12.468
ΔE to the lowest compared entry with this formula, charge and spin (eV): 2.3417
F_max (eV/Å): 3.0

Positions of all 20 atoms, in Å:
C1 -1.52 -0.41 0.97
C2 -3.54 -0.21 0.17
C3 -1.24 0.48 -0.05
C4 0.91 1.22 0.59
C5 1.45 -1.33 -0.93
C6 0.11 0.89 -0.38
N1 -2.78 -0.78 1.08
N2 2.34 1.58 0.16
N3 2.41 -0.74 -0.86
N4 0.40 -2.09 -0.70
S1 -2.67 0.79 -0.94
H1 -0.77 -0.83 1.72
H2 -4.59 -0.19 0.07
H3 0.71 1.00 1.71
H4 0.47 0.77 -1.37
H5 2.89 1.75 0.98
H6 2.45 2.41 -0.43
H7 2.76 0.67 -0.27
H8 -0.25 -2.03 -1.43
H9 0.46 -2.95 -0.09

Record 8
Here is a single C6H9N5O molecule in a non-equilibrium geometry from OMol25. Energies are from wB97M-V/def2-TZVPD.

Structure (SMILES): CCOn1c(N)nc2cncn21
Highest occupied orbital energy (eV): -7.967
ΔE to the lowest compared entry with this formula, charge and spin (eV): 3.0590
F_max (eV/Å): 6.2

Positions of all 21 atoms, in Å:
C1 1.33 -0.97 1.05
C2 1.95 0.22 0.31
O1 1.12 1.40 0.31
N1 -0.15 1.29 -0.19
C3 -1.18 0.95 0.85
N2 -1.23 1.68 1.96
N3 -1.81 -0.13 0.58
C4 -1.36 -0.59 -0.61
C5 -1.58 -1.51 -1.54
N4 -0.71 -1.32 -2.59
C6 -0.08 -0.19 -2.34
N5 -0.40 0.28 -1.14
H1 2.02 -1.53 1.68
H2 0.64 -0.58 1.73
H3 0.76 -1.59 0.32
H4 1.95 -0.03 -0.78
H5 2.89 0.63 0.64
H6 -1.96 1.49 2.53
H7 -0.72 2.67 1.91
H8 -2.20 -2.31 -1.53
H9 0.71 0.15 -3.13